# 1
Here is a structure of composition C45H82Br6N17O16 at a distorted geometry from the OMol25 dataset. Energies are from ωB97M-V/def2-TZVPD.

ORCA input file:
```
! wB97M-V def2-TZVPD RIJCOSX def2/J DEFGRID3
* xyz 1 1
C -3.210 -30.844 -18.488
C -2.628 -30.807 -17.056
C -2.829 -29.438 -16.400
C -2.264 -29.424 -14.951
N -2.651 -28.189 -14.156
C -2.227 -28.247 -12.658
C -3.409 -28.097 -11.671
C -4.436 -28.755 -12.578
C -4.162 -28.357 -13.947
C -2.305 -26.901 -14.946
C -2.591 -25.565 -14.280
C -1.971 -24.292 -14.927
H -3.026 -29.944 -19.074
H -4.296 -30.917 -18.550
H -2.768 -31.686 -19.021
H -1.559 -31.014 -17.001
H -3.138 -31.568 -16.465
H -3.867 -29.106 -16.428
H -2.194 -28.761 -16.971
H -1.178 -29.503 -14.893
H -2.703 -30.284 -14.446
H -1.338 -27.646 -12.467
H -1.874 -29.278 -12.631
H -3.646 -27.042 -11.530
H -3.419 -28.602 -10.705
H -5.435 -28.397 -12.332
H -4.510 -29.842 -12.567
H -4.539 -27.357 -14.161
H -4.626 -29.045 -14.655
H -2.925 -26.845 -15.840
H -1.255 -26.879 -15.239
H -2.140 -25.750 -13.305
H -3.640 -25.377 -14.052
H -0.916 -24.477 -15.127
H -2.126 -23.381 -14.349
H -2.473 -23.973 -15.841
C -4.938 -34.592 -14.305
Br -5.830 -35.204 -12.663
Br -4.254 -32.732 -13.917
Br -6.013 -34.399 -15.992
H -4.169 -35.321 -14.562
C -0.448 -31.768 -10.640
Br -1.155 -33.003 -12.097
Br 1.347 -31.197 -10.913
Br -0.910 -32.628 -8.805
H -1.023 -30.844 -10.707
C -0.907 -34.550 -23.094
C -2.160 -34.447 -22.526
C -2.649 -33.218 -22.015
C -1.889 -32.054 -22.000
C -0.644 -32.208 -22.507
C -0.156 -33.398 -23.065
O 1.049 -33.320 -23.717
O -3.914 -33.150 -21.486
H -0.569 -35.504 -23.472
H -2.805 -35.296 -22.697
H -2.208 -31.113 -21.576
H -0.062 -31.298 -22.497
H 0.965 -32.475 -24.165
H -4.255 -34.044 -21.566
C 3.096 -27.796 -14.007
C 4.113 -28.631 -14.338
C 3.960 -29.484 -15.495
C 2.830 -29.419 -16.262
C 1.863 -28.431 -15.974
C 1.977 -27.666 -14.799
O 0.951 -26.933 -14.271
O 4.944 -30.373 -15.877
H 3.173 -27.171 -13.130
H 5.061 -28.641 -13.820
H 2.701 -30.169 -17.028
H 0.890 -28.373 -16.440
H 1.263 -26.463 -13.495
H 4.934 -30.553 -16.820
C -2.133 -19.052 -12.690
C -1.845 -20.425 -12.550
C -2.599 -21.145 -11.645
C -3.516 -20.582 -10.822
C -3.723 -19.205 -10.917
C -3.074 -18.422 -11.874
O -3.492 -17.134 -12.133
O -2.490 -22.432 -11.602
H -1.542 -18.597 -13.472
H -1.047 -20.882 -13.116
H -4.091 -21.197 -10.145
H -4.399 -18.735 -10.218
H -4.142 -16.858 -11.483
H -3.229 -22.882 -11.187
C -1.311 -23.041 -19.737
C -2.012 -24.270 -19.650
C -1.672 -25.256 -18.782
C -0.677 -25.049 -17.934
C 0.102 -23.827 -18.003
C -0.239 -22.816 -18.891
O 0.437 -21.592 -18.985
O -2.360 -26.439 -18.665
H -1.630 -22.291 -20.445
H -2.832 -24.321 -20.351
H -0.489 -25.875 -17.263
H 0.801 -23.558 -17.225
H 1.237 -21.723 -18.470
H -1.823 -27.232 -18.723
C -5.403 -25.388 -17.335
O -6.368 -25.445 -16.610
N -4.694 -24.363 -17.344
N -5.074 -26.332 -18.187
H -3.868 -24.413 -17.923
H -4.801 -23.779 -16.527
H -4.109 -26.424 -18.472
H -5.811 -26.987 -18.407
C -7.741 -26.117 -13.166
O -8.722 -26.512 -13.703
N -6.656 -25.789 -13.784
N -7.535 -25.983 -11.878
H -6.043 -25.154 -13.293
H -6.626 -25.787 -14.794
H -6.758 -25.597 -11.360
H -8.464 -26.063 -11.491
C 0.161 -24.698 -11.793
O 1.035 -25.538 -11.971
N -0.009 -23.663 -12.526
N -0.587 -24.662 -10.780
H 0.710 -23.430 -13.196
H -0.721 -22.992 -12.274
H -1.060 -23.789 -10.595
H -0.568 -25.441 -10.137
C -9.167 -29.758 -12.952
O -8.039 -29.585 -12.603
N -9.938 -30.637 -12.546
N -9.860 -28.988 -13.789
H -9.685 -31.241 -11.777
H -10.909 -30.679 -12.821
H -10.661 -29.400 -14.246
H -9.505 -28.080 -14.055
C 0.303 -28.895 -19.611
O -0.596 -28.383 -19.046
N 0.790 -30.064 -19.254
N 0.950 -28.504 -20.630
H 0.310 -30.528 -18.497
H 1.327 -30.617 -19.907
H 1.789 -28.895 -21.034
H 0.517 -27.659 -20.972
C -0.706 -28.890 -7.924
O -1.428 -29.026 -8.860
N -1.050 -29.001 -6.725
N 0.614 -28.903 -8.057
H -0.443 -28.865 -5.929
H -2.058 -28.962 -6.684
H 1.086 -28.976 -8.947
H 1.160 -29.033 -7.217
C -7.143 -29.263 -16.323
O -6.798 -28.881 -17.428
N -7.636 -30.439 -15.993
N -7.123 -28.509 -15.290
H -7.870 -30.452 -15.010
H -8.049 -31.110 -16.625
H -7.298 -28.777 -14.332
H -6.822 -27.571 -15.513
C -5.911 -22.607 -12.311
O -5.273 -23.620 -12.375
N -5.452 -21.472 -12.731
N -7.118 -22.514 -11.801
H -5.749 -20.507 -12.702
H -4.463 -21.605 -12.887
H -7.594 -21.627 -11.720
H -7.625 -23.341 -11.523
*
```

## Properties
HOMO: -9.52 eV
Kohn-Sham gap: 7.4423 eV
Strongest force on any atom: 9.96 eV Å⁻¹
Lowest unoccupied orbital energy: -2.074 eV

***

# 2
Here is a structure of composition C16H24GaGeNO5 at a distorted geometry from the OMol25 dataset. Energies are from ωB97M-V/def2-TZVPD.

ORCA input file:
```
! wB97M-V def2-TZVPD RIJCOSX def2/J DEFGRID3
* xyz -2 1
Ga -0.458 -0.433 0.049
O 3.117 1.253 -0.181
C 2.537 2.517 -0.368
C 1.308 2.815 0.498
N 0.036 2.178 0.130
C -0.397 2.582 -1.193
C 0.002 1.534 -2.258
O 0.128 1.921 -3.422
O 0.069 0.335 -1.834
C -0.927 2.460 1.188
C -0.692 1.537 2.404
O -0.903 1.997 3.533
O -0.376 0.351 2.097
H 2.497 0.573 -0.465
H 3.312 3.232 -0.078
H 2.304 2.700 -1.425
H 1.542 2.527 1.525
H 1.163 3.911 0.477
H -1.488 2.615 -1.228
H -0.013 3.568 -1.481
H -0.894 3.511 1.505
H -1.935 2.225 0.839
C -5.306 0.314 0.114
C -4.593 0.730 -1.002
C -3.217 0.543 -1.062
C -2.504 -0.055 -0.018
C -3.255 -0.484 1.083
C -4.630 -0.306 1.158
H -6.379 0.468 0.169
H -5.122 1.198 -1.827
H -2.676 0.861 -1.950
H -2.732 -0.957 1.909
H -5.181 -0.649 2.029
C 2.028 -4.866 -0.006
Ge 1.907 -2.847 -0.049
C 2.857 -2.464 -1.757
C 3.280 -2.416 1.368
C 0.052 -2.332 -0.034
H 3.075 -5.176 -0.100
H 1.466 -5.304 -0.835
H 1.635 -5.283 0.925
H 3.817 -2.986 -1.799
H 3.041 -1.395 -1.869
H 2.241 -2.789 -2.598
H 4.237 -2.895 1.138
H 2.938 -2.768 2.345
H 3.423 -1.336 1.423
H -0.334 -2.712 0.932
*
```

## Properties
HOMO: -0.32 eV
Kohn-Sham gap: 5.4933 eV
Strongest force on any atom: 1.27 eV Å⁻¹
Lowest unoccupied orbital energy: 5.170 eV

***

# 3
Here is a cluster of 9 separate species, H18O9 in total at a distorted geometry from the OMol25 dataset. Energies are from ωB97M-V/def2-TZVPD.

ORCA input file:
```
! wB97M-V def2-TZVPD RIJCOSX def2/J DEFGRID3
* xyz -1 2
O 2.181 1.742 -2.609
H 1.308 1.402 -2.410
H 2.036 2.664 -2.822
O -0.457 -2.913 2.654
H -0.123 -3.157 1.791
H 0.193 -3.254 3.268
O -2.125 2.660 -0.311
H -1.822 3.267 0.364
H -2.554 1.955 0.175
O 0.534 0.667 3.577
H 0.227 0.079 2.887
H -0.124 1.362 3.610
O -0.193 -0.227 0.215
H -0.491 0.410 -0.435
H -0.913 -0.853 0.286
O -2.083 -1.161 -1.568
H -1.244 -0.943 -1.973
H -2.736 -0.930 -2.229
O -0.277 -3.523 -1.021
H 0.562 -3.239 -1.385
H -0.920 -2.930 -1.410
O 1.105 3.929 -0.954
H 0.913 3.012 -0.757
H 1.557 4.252 -0.174
O 2.066 -1.501 0.700
H 1.235 -1.029 0.755
H 2.146 -1.740 -0.224
*
```

## Properties
Energy relative to the best compared isomer or geometry (same formula, charge and spin): 15.3 kcal per mole
HOMO (alpha / beta): -0.17 / -7.73 eV
Kohn-Sham gap (alpha / beta): 3.2365 / 10.4817 eV
Strongest force on any atom: 1.37 eV Å⁻¹
Lowest unoccupied orbital energy (alpha / beta): 3.066 / 2.753 eV
<S²>: 0.751

***

# 4
Here is a structure of composition C15H15Cl2F2O3Si at a distorted geometry from the OMol25 dataset. Energies are from ωB97M-V/def2-TZVPD.

ORCA input file:
```
! wB97M-V def2-TZVPD RIJCOSX def2/J DEFGRID3
* xyz -1 1
C 2.680 -2.770 -0.710
Si 1.769 -1.219 0.058
C 2.263 -0.958 1.901
C 2.214 0.274 -1.082
C 1.787 1.703 -0.410
C 0.508 2.457 -1.099
F 0.901 3.911 -1.218
F 0.175 2.018 -2.473
C -0.796 2.389 -0.084
C -0.885 2.865 1.339
Cl 0.536 3.679 2.230
C -2.400 2.485 1.839
O -2.782 2.806 3.079
O -3.137 1.778 0.749
C -2.276 1.762 -0.467
O -2.681 1.300 -1.663
C -0.140 -1.545 -0.206
C -1.224 -1.765 1.019
C -2.814 -2.007 0.604
C -3.302 -2.055 -0.995
C -2.215 -1.864 -2.248
C -0.628 -1.603 -1.796
H 2.212 -2.955 -1.784
H 3.828 -2.554 -0.883
H 2.485 -3.736 -0.080
H 2.744 -1.913 2.416
H 1.384 -0.572 2.574
H 3.099 -0.108 1.915
H 1.821 0.087 -2.168
H 3.405 0.284 -1.168
H 2.686 2.450 -0.347
H 1.467 1.462 0.714
H -0.893 -1.711 2.159
H -3.672 -2.163 1.416
H -4.427 -2.218 -1.311
H -2.520 -1.893 -3.386
H 0.158 -1.448 -2.657
Cl -1.327 3.347 4.223
*
```

## Properties
HOMO: -3.00 eV
Kohn-Sham gap: 4.8196 eV
Strongest force on any atom: 8.26 eV Å⁻¹
Lowest unoccupied orbital energy: 1.815 eV

***

# 5
Here is a structure of composition C19H34HoN6O7 at a distorted geometry from the OMol25 dataset. Energies are from ωB97M-V/def2-TZVPD.

ORCA input file:
```
! wB97M-V def2-TZVPD RIJCOSX def2/J DEFGRID3
* xyz 1 5
O -5.353 -1.266 -2.088
H -6.226 -1.593 -1.816
Ho -1.713 -0.867 -0.758
N -0.132 -2.243 0.394
N -2.511 -2.140 0.961
N -0.163 0.203 -2.086
N -2.690 0.771 -2.052
O 1.086 -2.173 -0.075
O 1.186 -0.204 -2.159
O -4.050 1.101 -2.020
O -3.656 -1.620 1.268
C -1.786 -2.829 1.893
C -0.403 -2.893 1.561
C -0.491 1.334 -2.732
C -1.892 1.677 -2.647
C 0.625 -3.572 2.403
H 1.425 -2.875 2.695
H 1.081 -4.422 1.868
H 0.148 -3.951 3.317
C -2.421 -3.281 3.155
H -3.375 -3.784 2.940
H -2.622 -2.417 3.810
H -1.768 -3.969 3.702
C 0.481 2.196 -3.461
C -2.425 2.884 -3.331
H 1.398 1.644 -3.674
H 0.752 3.100 -2.892
H 0.045 2.524 -4.413
H -3.370 3.185 -2.878
H -2.576 2.702 -4.406
H -1.711 3.710 -3.241
H 1.265 -0.925 -1.464
H -4.542 0.232 -2.115
C -4.469 -2.391 -2.221
H -4.116 -2.736 -1.234
H -3.627 -2.067 -2.853
H -4.968 -3.232 -2.734
O -1.032 -2.629 -2.252
H -0.703 -2.469 -3.155
H -0.391 -3.243 -1.836
C 5.190 2.312 -0.742
C 4.731 2.452 0.692
N 3.465 1.755 0.947
C 3.579 0.282 1.050
C 3.309 -0.302 2.431
C 2.528 2.469 1.668
O 2.767 3.563 2.181
C 1.144 1.895 1.783
C 0.331 2.270 2.860
C -0.965 1.780 2.901
C -1.430 0.969 1.861
N -0.665 0.651 0.800
C 0.608 1.131 0.751
H 5.412 1.266 -0.978
H 6.096 2.910 -0.872
H 4.421 2.690 -1.425
H 5.471 2.004 1.368
H 4.583 3.504 0.959
H 2.927 -0.202 0.304
H 4.613 0.082 0.743
H 2.319 -0.022 2.810
H 3.348 -1.394 2.351
H 4.079 0.026 3.144
H 0.743 2.946 3.613
H -1.651 2.036 3.705
H -2.437 0.541 1.870
H 1.173 0.911 -0.152
*
```

## Properties
HOMO (alpha / beta): -9.40 / -9.31 eV
Kohn-Sham gap (alpha / beta): 4.6757 / 4.6091 eV
Strongest force on any atom: 4.17 eV Å⁻¹
Lowest unoccupied orbital energy (alpha / beta): -4.724 / -4.704 eV
<S²>: 6.392

***

# 6
Here is a cluster of 2 separate species, CH7N4S in total at a distorted geometry from the OMol25 dataset. Energies are from ωB97M-V/def2-TZVPD.

ORCA input file:
```
! wB97M-V def2-TZVPD RIJCOSX def2/J DEFGRID3
* xyz 1 1
C 1.037 0.097 0.923
N 0.857 0.673 2.091
N -1.151 0.837 -1.511
N -1.267 0.006 -0.542
N -1.222 -1.223 -0.747
S 2.682 -0.135 0.427
H -0.161 0.739 2.537
H 1.633 0.992 2.703
H -1.115 1.821 -1.103
H -1.122 0.515 -2.540
H 2.202 -0.877 -0.748
H -1.210 -1.767 0.155
H -1.162 -1.679 -1.646
*
```

## Properties
Energy relative to the best compared isomer or geometry (same formula, charge and spin): 74.3 kcal per mole
HOMO: -11.94 eV
Kohn-Sham gap: 7.4982 eV
Strongest force on any atom: 3.46 eV Å⁻¹
Lowest unoccupied orbital energy: -4.440 eV

***

> Among the records above, which one has the highest strongest force on any atom?

C45H82Br6N17O16